No. 1
Formula: C5H27NO8
Source: OMol25
Level of theory: the ωB97M-V functional and the def2-TZVPD basis

Values from the calculation:
**HOMO energy (spin up / spin down)**: 0.1 / -5.1 eV
**Kohn-Sham gap (spin up / spin down)**: 2.29 / 7.53 eV
**Spin multiplicity**: 2
**Net charge**: -1
**Energy relative to the best compared isomer or geometry (same formula, charge and spin)**: 103.4 kJ/mol

Structure (XYZ):
```
41
Properties=species:S:1:pos:R:3:lowdin_charge:R:1
C -1.0770 1.8515 -0.8113 -0.128
C -0.8407 0.9702 0.4037 -0.285
N -3.3665 -0.8259 0.3627 0.128
C -2.0016 -1.3085 0.2613 -0.359
C -0.9208 -0.4892 0.1177 -0.129
C -1.6580 -2.7134 0.3480 -0.083
H -0.1991 1.8339 -1.5154 0.062
H -1.0897 2.8728 -0.4998 0.041
H -2.0363 1.5892 -1.3329 0.070
H 0.1441 1.0289 0.8975 0.080
H -1.5084 1.4534 1.1667 0.106
H -4.1040 -1.3660 0.5140 0.006
H -3.5423 -0.2218 -0.3689 0.039
H 0.0884 -0.8245 0.0103 0.054
H -2.3702 -3.3131 0.7260 0.032
H -0.7910 -2.7280 1.0529 0.093
H -1.1521 -2.9436 -0.5764 0.068
H 1.6788 -2.5420 -1.4236 0.072
H 0.5356 -1.2925 -1.5657 0.033
O 1.4337 -1.6068 -1.1968 -0.215
H -3.1898 0.0330 -3.7180 0.064
H -1.5592 0.1038 -4.2056 -0.002
O -2.4145 0.6268 -4.0933 -0.210
H 2.6050 2.0777 -1.6635 -0.043
H 2.1268 3.3802 -1.3229 0.035
O 2.4308 2.8797 -2.1031 -0.077
H -0.2847 -1.6613 4.0904 0.057
H -1.7951 -1.2074 3.7445 -0.039
O -1.1411 -1.2911 4.3195 0.007
H 2.0040 -0.2582 -0.6161 0.008
H 2.8363 0.0858 0.6049 -0.013
O 2.3756 0.5376 -0.0909 -0.118
H 1.1918 1.4465 4.3733 0.052
H 0.1718 0.3711 4.4165 0.042
O 1.0544 0.5594 3.9725 -0.098
H 0.3683 0.4320 -3.7761 0.017
H 1.0712 -0.9193 -4.2565 0.056
O 0.4333 -0.5372 -3.3982 -0.419
H 3.0381 0.6276 2.6640 0.067
H 3.8207 1.6681 1.6878 0.009
O 3.8898 0.8556 2.1451 -0.083
```

No. 2
Formula: C5H27NO8
Source: OMol25
Level of theory: the ωB97M-V functional and the def2-TZVPD basis

Values from the calculation:
**HOMO energy**: -8.3 eV
**Kohn-Sham gap**: 8.43 eV
**Net charge**: 0
**SMILES string**: CC/C=C/NC.O.O.O.O.O.O.O.O
**Energy relative to the best compared isomer or geometry (same formula, charge and spin)**: 278.3 kJ/mol

Structure (XYZ):
```
41
Properties=species:S:1:pos:R:3:lowdin_charge:R:1
C 0.3666 0.6329 -2.5995 -0.091
C -0.2718 -0.5817 -1.8686 -0.228
C -0.5035 -0.7426 -0.3932 -0.104
C -1.6836 -0.5674 0.2110 -0.146
N -1.6413 -0.2439 1.6059 -0.116
C -2.6617 -0.9593 2.4100 -0.095
H 0.5172 1.5839 -2.0748 0.043
H 1.3716 0.3129 -2.8804 0.032
H -0.1657 0.8400 -3.5280 0.073
H 0.5007 -1.3312 -2.0763 0.073
H -1.1341 -0.8264 -2.4876 0.105
H 0.3798 -0.8010 0.2380 0.084
H -2.6617 -0.5765 -0.2482 0.120
H -0.7256 -0.3213 2.0258 0.089
H -2.9998 -1.8079 1.8266 0.067
H -3.5302 -0.3099 2.5515 0.072
H -2.2610 -1.3003 3.3626 0.080
O 1.8025 -1.2414 2.9916 -0.058
H 1.7529 -0.7836 2.1543 -0.007
H 2.5351 -0.9719 3.5445 0.046
O 1.7115 1.7660 2.0525 -0.069
H 2.4114 2.4128 2.1649 0.034
H 0.9202 2.2352 1.7331 -0.008
O 3.1645 -2.6744 -0.6210 -0.051
H 2.5817 -3.3897 -0.3239 0.044
H 2.9960 -2.0432 0.0893 0.037
O -0.8425 2.5007 1.3163 -0.061
H -1.0119 3.3464 1.7491 0.069
H -1.6079 1.9495 1.5486 0.044
O -0.1069 3.5984 -1.4007 -0.054
H -0.0702 4.5165 -1.6733 0.044
H -0.7744 3.4288 -0.7301 0.004
O 2.5399 -1.4113 -3.1571 -0.093
H 2.6155 -2.0456 -2.4145 0.008
H 3.2186 -0.8839 -2.7009 0.049
O 1.0024 -3.0939 1.4010 -0.049
H 0.5747 -3.6252 2.0697 0.053
H 0.5661 -2.2683 1.2016 -0.022
O -2.8971 2.0489 -2.6319 -0.049
H -2.2402 2.0153 -1.9369 0.002
H -3.7377 1.6139 -2.5010 0.030
```

No. 3
Formula: C5H27NO8S
Source: OMol25
Level of theory: the ωB97M-V functional and the def2-TZVPD basis

Values from the calculation:
**HOMO energy**: -8.1 eV
**Kohn-Sham gap**: 8.23 eV
**Net charge**: 0
**SMILES string**: CSCC[C@@H](N)CO.O.O.O.O.O.O.O
**Energy relative to the best compared isomer or geometry (same formula, charge and spin)**: 302.3 kJ/mol

Structure (XYZ):
```
42
Properties=species:S:1:pos:R:3:lowdin_charge:R:1
C -2.9901 1.9170 0.1232 -0.419
S -3.8432 0.5644 -0.7350 0.737
C -2.4818 -0.4833 -1.4613 -0.485
C -1.2241 0.0139 -2.2778 -0.192
C -0.0315 -0.7056 -1.5388 -0.359
N -0.2224 -2.1281 -1.8501 0.026
C 1.2840 -0.1401 -2.2870 -0.153
O 2.3402 -0.7255 -1.5130 -0.132
H -2.0783 2.1076 -0.4736 0.001
H -2.7707 1.6061 1.0773 -0.007
H -3.7708 2.6886 0.2179 0.044
H -3.0306 -1.3813 -1.9006 0.080
H -2.1105 -0.8350 -0.3711 0.085
H -1.3198 -0.2805 -3.3514 0.120
H -1.1144 1.0676 -2.3479 0.077
H -0.0667 -0.4710 -0.4635 0.126
H 0.2064 -2.2887 -2.7807 0.086
H 0.3542 -2.9184 -1.4035 0.096
H 1.3850 -0.2603 -3.3663 0.118
H 1.5241 0.9824 -2.1122 0.140
H 2.3217 -0.4719 -0.6113 -0.007
O 2.5633 -3.2336 -0.4583 -0.105
H 3.0807 -3.8041 -1.0669 0.065
H 2.5016 -2.3431 -0.9200 0.017
O -1.7258 4.2691 -1.5270 -0.111
H -1.1977 3.8779 -0.7812 0.040
H -2.5051 3.7285 -1.8329 0.053
O 2.4238 -1.7790 2.1541 -0.108
H 2.4187 -2.5642 1.4632 0.090
H 1.5738 -1.7612 2.6134 -0.025
O 2.0815 0.9032 4.5381 -0.082
H 2.4214 0.6262 3.6119 0.068
H 1.9007 1.8440 4.5365 0.031
O 2.6721 0.4663 0.7959 -0.077
H 2.8743 -0.4161 1.1551 0.010
H 3.4924 0.9018 1.1481 0.107
O 0.4620 1.9560 1.0003 0.035
H 0.5948 1.1007 0.9498 -0.084
H 1.1705 2.2536 0.5029 0.001
O 0.1687 -1.5385 3.5015 -0.036
H -0.4158 -2.2694 3.6238 0.050
H 0.3828 -1.0105 4.3101 0.080
```

No. 4
Formula: C5H27NO9
Source: OMol25
Level of theory: the ωB97M-V functional and the def2-TZVPD basis

Values from the calculation:
**HOMO energy**: -8.7 eV
**Kohn-Sham gap**: 8.87 eV
**Net charge**: 0
**SMILES string**: C=N/C=C/CC.O.O.O.O.O.O.O.O.O
**Energy relative to the best compared isomer or geometry (same formula, charge and spin)**: 389.0 kJ/mol

Structure (XYZ):
```
42
Properties=species:S:1:pos:R:3:lowdin_charge:R:1
C 0.3740 1.9484 2.7266 -0.033
N 1.4107 1.2302 2.6958 -0.020
C 1.9317 0.5158 1.6050 -0.167
C 1.3229 -0.4802 0.9628 -0.110
C 1.8232 -1.1002 -0.2880 -0.235
C 1.0820 -0.7567 -1.5829 -0.088
H 0.0609 2.3070 3.7100 0.080
H -0.3435 2.1459 1.9026 0.040
H 2.9747 0.7607 1.4181 0.118
H 0.3267 -0.7485 1.3617 0.102
H 2.9112 -0.9255 -0.3492 0.117
H 1.7986 -2.2059 -0.2409 0.092
H 0.5578 0.2005 -1.5840 0.034
H 0.2242 -1.3888 -1.8889 0.038
H 1.7016 -0.6593 -2.4777 0.088
O -0.5318 3.0187 -0.4880 -0.042
H -0.6209 2.9693 0.4537 -0.005
H -1.2794 3.5359 -0.7814 0.065
O -0.9265 -3.5056 -2.0688 -0.052
H -0.6512 -2.6327 -1.7750 -0.010
H -1.5869 -3.2877 -2.7323 0.043
O -1.2926 -0.6734 -4.0849 -0.060
H -0.3349 -0.5509 -4.0914 0.023
H -1.6128 0.1991 -3.8356 0.016
O -0.7997 -0.8073 3.9748 -0.059
H -0.0398 -1.0946 3.4302 0.049
H -0.1964 -0.2885 4.5361 0.067
O 0.5563 -4.3404 0.4001 -0.061
H 0.1581 -4.5240 -0.4571 0.007
H -0.1844 -4.0203 0.9298 0.036
O 2.4321 2.2556 -1.4352 -0.047
H 2.1458 2.6975 -2.2423 0.032
H 1.7463 2.6222 -0.8511 0.022
O -2.8396 -0.7157 2.1086 -0.056
H -2.0808 -0.6949 2.7245 0.001
H -3.5885 -0.9207 2.6734 0.069
O -2.1601 1.6750 1.4016 -0.103
H -2.1680 0.8007 1.8725 0.005
H -2.2845 1.3359 0.5185 0.043
O -0.3905 1.9182 -2.7702 -0.072
H 0.1596 1.8431 -1.9828 -0.027
H 0.2142 2.3424 -3.3990 0.059
```

No. 5
Formula: C5H28N2O8
Source: OMol25
Level of theory: the ωB97M-V functional and the def2-TZVPD basis

Values from the calculation:
**HOMO energy**: -8.9 eV
**Kohn-Sham gap**: 9.15 eV
**Net charge**: 0
**SMILES string**: CNCC[C@H](N)CO.O.O.O.O.O.O.O
**Energy relative to the best compared isomer or geometry (same formula, charge and spin)**: 139.1 kJ/mol

Structure (XYZ):
```
43
Properties=species:S:1:pos:R:3:lowdin_charge:R:1
C 0.6946 -2.2033 3.3345 -0.105
N 0.2787 -1.5749 2.0784 -0.120
C -1.1407 -1.2824 1.9827 -0.240
C -1.4826 -0.0596 1.1221 -0.151
C -0.7406 0.0513 -0.2046 -0.401
N -0.6367 1.4326 -0.6462 0.086
C -1.4883 -0.8032 -1.2451 -0.181
O -0.8407 -0.6330 -2.5269 -0.099
H 1.1812 -1.4682 3.9582 0.046
H 1.4394 -2.9650 3.1638 0.081
H -0.1718 -2.5564 3.8867 0.077
H 0.5832 -2.0585 1.2578 0.095
H -1.5659 -1.1741 2.9809 0.113
H -1.6764 -2.1630 1.5815 0.115
H -1.3260 0.8324 1.7122 0.105
H -2.5547 -0.0698 0.8975 0.112
H 0.2467 -0.3833 -0.1554 0.111
H 0.1645 1.6409 -1.2087 0.021
H -1.4940 1.7749 -1.0764 0.057
H -2.4968 -0.4326 -1.3425 0.108
H -1.4014 -1.8645 -0.9694 0.127
H 0.0813 -0.8115 -2.3263 0.024
O 2.3129 1.5130 1.0098 -0.039
H 1.3963 1.3030 1.2023 0.032
H 2.3871 2.4392 0.7698 0.074
O 3.6583 -0.7553 -0.0226 -0.062
H 3.2723 -0.0105 0.4887 0.017
H 4.1952 -0.2882 -0.6622 0.045
O -2.9636 0.8826 -3.7658 -0.061
H -2.3932 0.3151 -3.2142 -0.007
H -2.4044 1.3434 -4.3895 0.033
O 1.8678 0.6688 3.8642 -0.081
H 1.1914 0.2833 3.2790 -0.005
H 2.6196 0.7892 3.2528 0.035
O 1.3328 1.9749 -2.8058 -0.046
H 0.9113 1.1198 -2.8746 -0.004
H 2.0301 1.9306 -3.4509 0.039
O 2.0302 -0.9284 -2.3459 -0.065
H 2.0227 -1.8953 -2.4580 0.073
H 2.5927 -0.7716 -1.5542 0.013
O -3.6123 2.4172 -1.0712 -0.082
H -4.3488 1.8694 -1.4021 0.048
H -3.7516 2.5711 -0.1042 0.063
```

No. 6
Formula: C5H28NO7S
Source: OMol25
Level of theory: the ωB97M-V functional and the def2-TZVPD basis

Values from the calculation:
**HOMO energy**: -11.4 eV
**Kohn-Sham gap**: 8.74 eV
**Net charge**: +1

Structure (XYZ):
```
42
Properties=species:S:1:pos:R:3:lowdin_charge:R:1
C 1.8208 1.4845 1.9519 -0.052
C 2.0132 0.6835 0.6784 -0.373
C 2.2352 -0.8056 1.0171 -0.200
C 3.0953 -1.6967 0.0711 -0.418
S 2.4019 -1.8352 -1.6818 0.810
C 1.0462 -2.9066 -1.2092 -0.459
N 0.8871 0.8270 -0.2463 0.203
H 1.0065 2.1914 1.8595 0.061
H 2.7406 2.2129 2.1295 0.130
H 1.8195 0.9369 2.9354 0.096
H 2.9510 1.1752 0.1810 0.186
H 2.8094 -0.8545 2.0240 0.148
H 1.1729 -1.2251 1.0739 0.116
H 4.1991 -1.5178 -0.0033 0.098
H 2.9748 -2.6214 0.4989 0.031
H 1.2690 -3.8892 -0.7922 0.050
H 0.3676 -3.0866 -2.0793 0.057
H 0.5122 -2.4719 -0.3396 -0.003
H 1.2196 0.9918 -1.2099 0.140
H 0.2813 -0.0112 -0.1513 0.117
H 0.3382 1.5486 0.0347 0.021
H -4.4805 -0.2166 -0.3583 0.090
H -2.9054 -0.1461 -0.5461 0.050
O -3.7302 0.4103 -0.3934 -0.065
H -2.5815 -0.4549 -3.0263 0.005
H -2.0725 0.0970 -4.2418 0.083
O -1.7191 -0.2503 -3.3715 -0.073
H -1.3064 -1.8752 -1.2184 0.063
H -1.5038 -1.7744 0.4060 0.047
O -1.0707 -1.4246 -0.3950 -0.100
H -2.4880 -1.0313 2.6345 -0.015
H -1.4662 -2.2542 2.7042 0.055
O -2.2755 -1.8958 2.3245 -0.047
H 1.4892 3.7027 -2.7728 0.076
H 0.1427 2.9765 -2.4258 0.162
O 1.1486 3.2045 -1.9562 -0.169
H -3.0453 1.2733 2.5997 0.100
H -3.0496 0.7050 1.1440 0.000
O -2.5158 0.6853 1.9847 -0.104
H -0.9642 3.7432 -0.1002 0.084
H -1.8370 2.6190 0.2691 0.047
O -0.9303 2.7768 -0.0034 -0.046
```

Here are the calculated DFT total energy numbers, same order: -23489.4199, -23491.2297, -34325.9104, -25538.6647, -24999.4459, -32290.3163 (eV).